Formula: C9H21BN4O4
Source: the OMol25 dataset
Level of theory: ωB97M-V with the def2-TZVPD basis set

## Properties
Highest occupied orbital energy (eV): -8.44
ΔE to the lowest compared entry with this formula, charge and spin (kJ/mol): 28.4
LUMO level (eV): 0.40

```
! wB97M-V def2-TZVPD RIJCOSX def2/J DEFGRID3
* xyz 0 1
O 1.644 0.460 -2.233
N 0.101 -0.601 2.958
O 1.313 3.234 -0.745
O 0.019 3.881 -2.651
O 0.823 -1.522 -3.036
B 0.088 3.575 -1.301
C 1.026 -0.587 -2.088
C 0.384 -1.814 3.238
N 0.303 -2.305 4.530
N 0.677 -2.683 2.164
N 1.016 0.072 0.230
C -1.270 3.449 -0.511
C -0.123 -2.782 0.939
C -1.450 2.016 -0.075
C -1.327 1.005 -1.243
C 0.576 -2.319 -0.314
C -1.100 -0.443 -0.823
C 0.389 -0.819 -0.714
H 0.398 -0.299 2.058
H 1.897 2.854 -1.423
H 0.940 3.879 -3.003
H 1.290 -1.185 -3.828
H 0.283 -3.294 4.650
H -0.296 -1.820 5.187
H 1.025 -3.629 2.389
H 1.983 -0.216 0.333
H 1.056 1.007 -0.156
H -1.007 4.168 0.284
H -2.102 3.839 -1.117
H -1.067 -2.245 1.006
H -0.496 -3.805 0.842
H -2.342 1.895 0.530
H -0.605 1.790 0.586
H -0.524 1.293 -1.909
H -2.198 1.127 -1.888
H 1.642 -2.558 -0.177
H 0.270 -2.890 -1.178
H -1.681 -0.639 0.096
H -1.555 -1.090 -1.606
*
```

Here are the Mulliken charges for atoms 1 to 4, given in e: O -0.537; N -0.862; O -0.622; O -0.538